1.
This record from the OMol25 dataset describes a molecular structure, C15H27AsNO4S2SbY. The level of theory is ωB97M-V/def2-TZVPD.

Geometry (Å):
Y1 -0.01 -0.21 0.46
C1 3.51 4.70 -2.72
C2 2.41 3.70 -2.60
C3 1.13 3.97 -3.06
C4 0.10 3.06 -2.86
C5 0.37 1.87 -2.22
C6 1.65 1.56 -1.78
C7 2.66 2.48 -1.98
S1 -0.98 0.77 -1.80
O1 -0.35 -0.59 -1.58
O2 -2.00 0.75 -2.79
N1 -1.50 1.07 -0.31
C8 -1.27 2.42 0.19
C9 0.20 2.57 0.67
O3 0.77 3.63 0.61
O4 0.72 1.46 1.11
H1 3.16 5.64 -3.13
H2 4.32 4.33 -3.35
H3 3.93 4.88 -1.73
H4 0.92 4.91 -3.55
H5 -0.91 3.28 -3.19
H6 1.87 0.60 -1.30
H7 3.66 2.25 -1.63
H8 -1.92 2.60 1.05
H9 -1.47 3.19 -0.56
C10 1.22 -3.09 -2.24
As1 0.55 -3.27 -0.42
C11 1.05 -5.12 0.03
C12 -1.41 -3.35 -0.41
S2 1.61 -2.11 1.02
H10 1.02 -4.03 -2.77
H11 2.30 -2.92 -2.19
H12 0.73 -2.26 -2.74
H13 0.62 -5.83 -0.68
H14 0.73 -5.35 1.05
H15 2.15 -5.19 -0.01
H16 -1.69 -4.19 -1.05
H17 -1.83 -2.43 -0.82
H18 -1.78 -3.54 0.60
C13 -3.57 0.05 3.33
Sb1 -1.75 -0.90 2.68
C14 -0.46 -0.04 4.16
C15 -2.01 -2.84 3.62
H19 -3.66 -0.07 4.41
H20 -4.43 -0.40 2.84
H21 -3.52 1.11 3.08
H22 -0.77 -0.33 5.16
H23 -0.50 1.05 4.05
H24 0.56 -0.37 3.97
H25 -2.13 -2.69 4.69
H26 -1.14 -3.47 3.44
H27 -2.90 -3.33 3.23

Results
Molar mass ... 635.1 g/mol
E_tot ... -115758.2862 eV
Total charge ... +1
Lowest unoccupied orbital energy ... -2.590 eV
HOMO-LUMO gap ... 9.3 eV
Energy above the lowest of the compared OMol25 structures with the same formula, charge and spin ... 238.5 kJ/mol
2S+1 ... 1

The Löwdin scheme yields these atomic charges, measured in e: 0.762, -0.028, -0.239, 0.003, -0.035, -0.289, -0.073, -0.002, 0.659, -0.507, -0.235, -0.314, -0.157, -0.613, 0.120, -0.200, 0.083, 0.093, 0.095, 0.124, 0.127, 0.100, 0.131, 0.128, 0.123, -0.215, 0.742, -0.247, -0.222, 0.206, 0.051, 0.054, 0.025, 0.046, 0.041, 0.046, 0.057, 0.027, 0.026, -0.285, 1.288, -0.296, -0.291, 0.018, 0.010, 0.004, 0.021, 0.015, 0.005, 0.013, 0.002, 0.007

2.
This record from the OMol25 dataset describes 2 unconnected molecules or ions with the total composition C3H9NO. The level of theory is ωB97M-V/def2-TZVPD.

Geometry (Å):
O1 -0.32 -1.39 2.32
C1 0.34 -2.33 1.97
H1 0.25 -3.30 2.50
H2 1.04 -2.21 1.12
C2 -1.27 0.76 -0.57
N1 -0.02 0.27 -1.07
C3 1.09 1.14 -0.74
H3 -1.46 1.10 0.45
H4 -1.69 1.62 -1.15
H5 -2.06 0.01 -0.68
H6 -0.07 0.14 -2.06
H7 1.00 2.11 -1.28
H8 2.03 0.74 -1.11
H9 1.14 1.33 0.32

Results
Molar mass ... 75.1 g/mol
E_tot ... -6792.8202 eV
Total charge ... 0
Lowest unoccupied orbital energy ... 1.095 eV
HOMO-LUMO gap ... 9.7 eV
Energy above the lowest of the compared OMol25 structures with the same formula, charge and spin ... 215.7 kJ/mol
2S+1 ... 1

The Löwdin scheme yields these atomic charges, measured in e: -0.019, -0.145, 0.079, 0.079, -0.189, -0.184, -0.159, 0.077, 0.078, 0.070, 0.093, 0.079, 0.068, 0.075

3.
This record from the OMol25 dataset describes a gas-phase ion, C4H8N (charge +1). The level of theory is ωB97M-V/def2-TZVPD.

Geometry (Å):
C1 0.16 -0.61 -0.82
C2 1.17 0.45 -1.21
C3 -0.98 0.47 1.17
C4 -0.49 -0.79 0.45
N1 0.01 -0.32 1.77
H1 -0.17 -1.13 -1.69
H2 1.26 1.05 -0.34
H3 0.81 0.81 -2.16
H4 2.16 0.16 -1.06
H5 -0.71 1.40 0.76
H6 -2.07 0.53 1.51
H7 -1.16 -1.61 0.40
H8 -0.16 -0.96 2.52

Results
Molar mass ... 70.1 g/mol
E_tot ... -5757.1244 eV
Total charge ... +1
Lowest unoccupied orbital energy ... -6.716 eV
HOMO-LUMO gap ... 8.6 eV
Energy above the lowest of the compared OMol25 structures with the same formula, charge and spin ... 264.3 kJ/mol
2S+1 ... 1

The Löwdin scheme yields these atomic charges, measured in e: 0.159, 0.022, -0.057, -0.206, 0.103, 0.135, 0.084, 0.119, 0.109, 0.097, 0.169, 0.134, 0.133

4.
This record from the OMol25 dataset describes a molecular structure, C60H47F9O8V2. The level of theory is ωB97M-V/def2-TZVPD.

Geometry (Å):
O1 1.28 2.15 -3.80
V1 0.68 2.01 -2.35
O2 1.80 2.45 -1.34
O3 -2.02 -4.90 3.19
V2 -1.20 -3.53 3.17
O4 -0.04 -3.49 4.26
C1 -1.11 0.15 1.06
C2 -0.71 0.40 -0.25
C3 0.00 -0.68 -1.04
O5 0.55 -0.37 -2.12
C4 0.10 -1.95 -0.50
C5 -0.38 -2.25 0.76
C6 -0.97 -1.11 1.63
O6 -1.39 -1.44 2.77
O7 -0.38 -3.40 1.27
O8 -0.87 1.52 -0.78
H1 -1.46 0.98 1.66
H2 0.57 -2.74 -1.08
F1 -2.63 -2.82 4.60
C7 -2.98 -1.72 5.35
C8 -2.33 -1.50 6.54
C9 -2.68 -0.38 7.30
C10 -3.59 0.52 6.77
C11 -4.33 0.21 5.63
C12 -4.00 -0.91 4.90
H3 -1.61 -2.21 6.93
H4 -2.04 -0.11 8.12
H5 -3.89 1.43 7.29
H6 -5.15 0.88 5.40
H7 -4.52 -1.16 3.99
F2 -5.07 2.81 4.31
C13 -4.64 3.13 3.06
C14 -4.14 2.16 2.23
C15 -3.66 2.55 0.98
C16 -3.83 3.87 0.57
C17 -4.36 4.84 1.40
C18 -4.70 4.46 2.70
H8 -4.12 1.14 2.59
H9 -3.26 1.81 0.31
H10 -3.57 4.11 -0.45
H11 -4.57 5.84 1.07
H12 -5.05 5.16 3.45
F3 -1.22 1.49 -3.45
C19 -1.84 0.91 -4.52
C20 -1.09 0.24 -5.45
C21 -1.75 -0.35 -6.52
C22 -3.13 -0.27 -6.61
C23 -3.87 0.42 -5.66
C24 -3.21 1.01 -4.60
H13 -0.01 0.24 -5.35
H14 -1.19 -0.87 -7.28
H15 -3.65 -0.74 -7.43
H16 -4.94 0.49 -5.79
H17 -3.74 1.60 -3.86
F4 6.41 -4.85 -4.77
C25 5.30 -4.60 -4.08
C26 5.26 -4.90 -2.72
C27 4.23 -4.41 -1.93
C28 3.12 -3.86 -2.57
C29 3.02 -3.80 -3.95
C30 4.16 -4.11 -4.67
H18 6.12 -5.39 -2.27
H19 4.28 -4.51 -0.86
H20 2.23 -3.71 -1.97
H21 2.07 -3.60 -4.42
H22 4.12 -3.91 -5.73
F5 0.11 -7.38 -3.66
C31 -0.55 -6.26 -4.02
C32 -0.29 -5.09 -3.34
C33 -0.87 -3.89 -3.73
C34 -1.78 -3.92 -4.78
C35 -2.02 -5.10 -5.47
C36 -1.39 -6.28 -5.11
H23 0.31 -5.13 -2.44
H24 -0.72 -3.01 -3.12
H25 -2.29 -3.01 -5.07
H26 -2.81 -5.12 -6.21
H27 -1.68 -7.21 -5.59
F6 2.24 2.38 4.65
C37 0.93 2.61 4.83
C38 0.03 1.67 4.35
C39 -1.32 1.90 4.56
C40 -1.78 3.03 5.21
C41 -0.86 3.97 5.65
C42 0.49 3.72 5.51
H28 0.35 0.76 3.86
H29 -2.02 1.21 4.09
H30 -2.83 3.16 5.43
H31 -1.15 4.83 6.25
H32 1.23 4.39 5.93
F7 2.94 -3.95 2.73
C43 3.08 -2.65 2.44
C44 3.15 -1.73 3.48
C45 3.07 -0.38 3.20
C46 3.01 0.07 1.88
C47 2.95 -0.85 0.86
C48 3.04 -2.21 1.13
H33 3.24 -2.09 4.49
H34 3.08 0.33 4.01
H35 2.98 1.14 1.70
H36 2.85 -0.56 -0.18
H37 2.97 -2.97 0.35
F8 5.56 2.81 -5.17
C49 4.95 1.81 -4.49
C50 4.86 1.90 -3.12
C51 4.25 0.87 -2.41
C52 3.83 -0.27 -3.07
C53 3.98 -0.38 -4.45
C54 4.56 0.67 -5.15
H38 5.15 2.82 -2.63
H39 4.08 1.00 -1.35
H40 3.31 -1.04 -2.51
H41 3.58 -1.20 -5.02
H42 4.69 0.62 -6.22
F9 -1.66 6.79 2.17
C55 -0.61 6.03 1.82
C56 0.47 6.65 1.19
C57 1.52 5.87 0.73
C58 1.55 4.50 0.95
C59 0.47 3.92 1.59
C60 -0.60 4.67 2.04
H43 0.45 7.71 0.96
H44 2.27 6.43 0.18
H45 2.41 3.90 0.69
H46 0.35 2.85 1.72
H47 -1.46 4.25 2.56

Results
Molar mass ... 1168.9 g/mol
E_tot ... -155195.2985 eV
Total charge ... 0
Lowest unoccupied orbital energy ... -2.134 eV
HOMO-LUMO gap ... 7.0 eV
Energy above the lowest of the compared OMol25 structures with the same formula, charge and spin ... 0.0 kJ/mol
2S+1 ... 1

Atomic partial charges in e from the Löwdin method, atoms 1 to 99: -0.271, 1.033, -0.266, -0.328, 0.969, -0.299, 0.043, -0.319, -0.309, -0.004, 0.027, -0.280, -0.269, -0.050, -0.035, -0.050, 0.106, 0.105, -0.030, -0.238, 0.007, -0.056, -0.091, -0.081, -0.015, 0.128, 0.112, 0.109, 0.096, 0.127, 0.032, -0.285, -0.016, -0.079, -0.092, -0.073, -0.014, 0.108, 0.090, 0.105, 0.110, 0.122, -0.031, -0.242, 0.001, -0.074, -0.091, -0.067, -0.008, 0.119, 0.113, 0.106, 0.109, 0.123, 0.075, -0.284, -0.006, -0.063, -0.112, -0.090, -0.030, 0.119, 0.099, 0.071, 0.104, 0.121, 0.067, -0.281, -0.027, -0.073, -0.091, -0.084, -0.010, 0.111, 0.090, 0.089, 0.104, 0.117, 0.055, -0.283, -0.008, -0.082, -0.097, -0.072, -0.016, 0.109, 0.086, 0.092, 0.108, 0.120, 0.072, -0.282, -0.007, -0.079, -0.072, -0.078, -0.012, 0.123, 0.090

5.
This record from the OMol25 dataset describes HN3O5S in the gas phase. The level of theory is ωB97M-V/def2-TZVPD.

Geometry (Å):
N1 -1.65 0.85 -1.24
N2 0.08 1.17 0.96
N3 1.02 -1.49 -0.13
O1 -0.97 1.15 1.50
O2 1.17 1.21 1.38
O3 1.03 -0.36 -0.98
O4 0.19 -1.44 0.72
O5 1.76 -2.40 -0.38
S1 -0.23 1.00 -1.01
H1 -2.41 0.30 -0.83

Results
Molar mass ... 155.1 g/mol
E_tot ... -25550.0365 eV
Total charge ... 0
Lowest unoccupied orbital energy ... -0.909 eV
HOMO-LUMO gap ... 9.6 eV
Energy above the lowest of the compared OMol25 structures with the same formula, charge and spin ... 153.4 kJ/mol
2S+1 ... 1

The Löwdin scheme yields these atomic charges, measured in e: -0.278, -0.530, -0.457, 0.044, 0.088, -0.276, 0.085, 0.137, 1.117, 0.070

6.
This record from the OMol25 dataset describes a molecular structure, C17H40NP3STi. The level of theory is ωB97M-V/def2-TZVPD.

Geometry (Å):
Ti1 0.59 0.03 -0.45
P1 2.06 1.21 1.17
P2 -0.93 0.12 2.12
P3 -0.97 1.88 -0.66
H1 1.98 -1.24 -3.39
C1 1.61 -0.36 -2.83
C2 2.20 -0.21 -1.54
H2 2.87 -0.98 -1.12
C3 3.22 0.10 2.08
C4 1.73 2.38 2.55
C5 3.18 2.30 0.20
C6 -2.45 -0.94 1.94
C7 -0.22 -0.70 3.61
C8 -1.70 1.58 2.97
C9 -0.82 2.41 -2.37
C10 -0.74 3.43 0.26
C11 -2.78 1.59 -0.48
H3 1.60 0.50 -3.55
H4 2.70 0.76 -1.40
H5 3.65 -0.65 1.42
H6 2.72 -0.39 2.92
H7 4.01 0.74 2.47
H8 1.27 1.89 3.41
H9 1.10 3.21 2.22
H10 2.71 2.76 2.84
H11 3.64 1.79 -0.65
H12 3.96 2.68 0.87
H13 2.59 3.14 -0.19
H14 -3.25 -0.54 2.58
H15 -2.20 -1.96 2.25
H16 -2.80 -0.95 0.89
H17 -0.72 -0.31 4.51
H18 0.86 -0.52 3.70
H19 -0.40 -1.78 3.55
H20 -2.15 1.21 3.90
H21 -2.47 2.05 2.35
H22 -0.93 2.31 3.22
H23 -1.20 3.43 -2.41
H24 -1.38 1.73 -3.03
H25 0.23 2.38 -2.68
H26 -1.29 4.19 -0.29
H27 0.31 3.70 0.32
H28 -1.14 3.37 1.28
H29 -3.27 2.31 -1.12
H30 -3.11 1.72 0.55
H31 -3.04 0.57 -0.81
C12 -0.79 -2.27 -3.09
C13 -2.14 -2.61 -2.78
C14 -2.41 -3.89 -2.27
C15 -1.39 -4.79 -2.00
C16 -0.02 -4.32 -2.06
C17 0.23 -3.06 -2.55
S1 -0.56 -0.89 -4.16
H32 -0.86 -1.57 -5.21
H33 -2.95 -1.94 -3.06
H34 -3.46 -4.20 -2.10
H35 -1.56 -5.84 -1.77
H36 0.79 -4.97 -1.83
H37 1.24 -2.64 -2.55
N1 0.75 -1.96 0.43
H38 1.46 -2.63 0.04
H39 -0.12 -2.41 0.32
H40 0.97 -1.94 1.43

Results
Molar mass ... 431.4 g/mol
Expectation value of S² ... 0.761
E_tot ... -81555.9080 eV
Total charge ... +3
Lowest unoccupied orbital energy (alpha / beta) ... -11.893 / -11.773 eV
HOMO-LUMO gap (alpha / beta) ... 5.8 / 5.9 eV
Energy above the lowest of the compared OMol25 structures with the same formula, charge and spin ... 143.0 kJ/mol
2S+1 ... 2

The Löwdin scheme yields these atomic charges, measured in e: 0.573, 0.756, 0.783, 0.720, 0.086, -0.096, -0.310, 0.123, -0.202, -0.220, -0.219, -0.234, -0.236, -0.245, -0.238, -0.214, -0.203, 0.096, 0.051, 0.052, 0.044, 0.077, 0.047, 0.042, 0.079, 0.040, 0.081, 0.066, 0.075, 0.052, 0.028, 0.073, 0.018, 0.059, 0.073, 0.037, 0.035, 0.071, 0.044, 0.044, 0.078, 0.034, 0.038, 0.072, 0.032, 0.055, -0.582, -0.090, -0.054, -0.014, -0.045, -0.155, 0.961, -0.072, 0.117, 0.140, 0.131, 0.113, 0.077, 0.034, 0.110, 0.045, 0.067

> The highest E_tot belongs to which entry?

C4H8N

> Which value of 2S+1 does entry 6 give?

2

> molar mass of number 6 (C17H40NP3STi)?

431.4 g/mol

> Which of these has the lowest molar mass?

C4H8N